1.
Computed, not measured: a structure of composition C29H43As3MgN2S in a non-equilibrium geometry, with the ωB97M-V functional and the def2-TZVPD basis.

```
79
C29H43As3MgN2S | the OMol25 dataset | the ωB97M-V functional and the def2-TZVPD basis
Mg -2.466 0.217 -0.089
C -0.392 -3.578 0.585
C -0.807 -4.683 -0.144
C -1.563 -4.597 -1.360
C -2.413 -3.529 -1.712
N -1.842 -1.704 -0.166
C -0.812 -2.262 0.466
C -4.167 -1.946 -0.829
C -5.133 -3.015 -1.050
C -6.490 -2.623 -0.935
C -6.802 -1.331 -0.497
C -5.807 -0.283 -0.356
C -4.499 -0.644 -0.534
H 0.399 -3.673 1.311
H -0.615 -5.678 0.254
H -1.511 -5.457 -2.057
H -0.201 -1.540 1.008
H -4.873 -4.089 -1.199
H -7.251 -3.423 -1.143
H -7.786 -1.138 -0.132
H -6.057 0.676 -0.029
C 1.352 0.367 3.898
As 1.988 1.580 2.420
C 3.322 2.514 3.559
C 3.330 0.398 1.449
C 3.625 0.666 -0.053
C 3.941 2.147 -0.426
C 2.389 0.258 -0.834
As 0.437 1.077 -0.656
C 0.599 2.945 -1.506
C -0.229 0.114 -2.293
C 4.806 -0.222 -0.519
As 5.193 -2.063 0.351
C 4.156 -3.179 -0.922
C 6.985 -2.337 -0.465
H 2.245 -0.111 4.284
H 0.624 -0.354 3.641
H 0.893 0.984 4.750
H 3.716 1.802 4.271
H 2.854 3.404 3.985
H 4.039 2.760 2.824
H 3.055 -0.654 1.665
H 4.258 0.545 1.995
H 3.120 2.816 -0.194
H 4.168 2.236 -1.530
H 4.820 2.563 0.073
H 2.116 -0.772 -0.484
H 2.533 0.356 -1.913
H -0.217 3.165 -2.172
H 1.575 3.173 -2.046
H 0.479 3.673 -0.717
H 0.237 0.452 -3.172
H -1.317 0.214 -2.414
H 0.083 -0.975 -2.360
H 5.761 0.212 -0.337
H 4.812 -0.379 -1.561
H 4.827 -3.695 -1.644
H 3.361 -2.667 -1.472
H 3.614 -3.934 -0.293
H 7.582 -1.443 -0.184
H 6.787 -2.231 -1.507
H 7.645 -3.217 -0.310
C -4.223 2.890 -1.974
C -3.637 3.219 -0.652
C -3.594 4.531 -0.077
C -3.060 4.371 1.176
C -2.727 2.993 1.334
C -2.167 2.362 2.587
N -3.061 2.300 0.225
H -5.091 3.497 -2.116
H -4.528 1.820 -2.023
H -3.599 3.025 -2.818
H -3.902 5.406 -0.618
H -2.938 5.109 1.908
H -1.456 1.542 2.312
H -2.953 1.871 3.176
H -1.731 3.144 3.160
S -3.077 -3.600 -3.227
C -2.732 -2.371 -0.946
```

Summary:
**Largest force on an atom**: 4.2 eV/Å
**Relative energy (zero: lowest compared OMol25 entry of this formula, charge and spin)**: 332.15 kJ/mol
**2S+1**: 2
**Orbital gap (alpha / beta)**: 5.22 / 6.04 eV
**Net charge**: -1

=====

2.
Computed, not measured: a structure of composition C30H34BiNO7S2 in a non-equilibrium geometry, with the ωB97M-V functional and the def2-TZVPD basis.

```
75
C30H34BiNO7S2 | the OMol25 dataset | the ωB97M-V functional and the def2-TZVPD basis
C -0.024 -0.562 -4.741
C -0.515 -1.585 -3.669
C -0.185 0.882 -4.167
C -1.285 0.724 -3.120
H -0.462 1.561 -4.981
H 0.769 1.187 -3.701
C -0.942 -0.716 -2.494
H 0.295 -2.276 -3.393
H -1.406 -2.125 -4.033
C 0.242 -0.578 -1.500
H -1.839 -1.094 -1.962
H -2.253 0.573 -3.622
C -1.455 1.855 -2.196
C 1.453 -0.701 -5.075
C -0.898 -0.743 -5.998
O -1.672 0.147 -6.334
O 2.278 -1.276 -4.375
O 1.785 -0.118 -6.233
O -0.782 -1.866 -6.737
C 0.179 -2.940 -6.489
H 0.273 -3.196 -5.420
H 1.144 -2.633 -6.916
H -0.225 -3.784 -7.054
C 3.188 -0.106 -6.538
H 3.750 0.427 -5.761
H 3.247 0.421 -7.489
H 3.562 -1.132 -6.636
O -0.392 0.005 -0.424
H 1.067 0.074 -1.922
H 0.707 -1.601 -1.345
C -2.818 2.186 -1.758
C -0.320 2.693 -1.787
H 0.099 3.234 -2.647
H 0.497 2.125 -1.315
H -0.662 3.438 -1.061
H -2.827 2.554 -0.724
H -3.482 1.317 -1.849
H -3.218 2.988 -2.399
Bi -0.054 0.051 1.665
C -1.561 -1.262 3.303
C -2.193 -1.239 1.985
C -1.497 -2.221 1.170
H -3.039 -0.608 1.682
C -0.451 -2.802 1.957
C -0.476 -2.208 3.266
H 0.221 -2.394 4.088
H -1.841 -0.627 4.148
H -1.761 -2.483 0.148
H 0.277 -3.527 1.591
C 2.198 1.026 2.192
C 2.209 -0.137 3.068
C 2.386 -1.310 2.264
H 2.034 -0.099 4.143
C 2.501 -0.902 0.894
C 2.375 0.540 0.828
H 2.441 1.166 -0.064
H 2.054 2.065 2.510
H 2.407 -2.338 2.628
H 2.632 -1.561 0.035
O 1.990 3.432 6.698
S 1.718 2.163 6.065
O 2.759 1.169 6.218
N 1.128 2.181 4.563
C -0.171 1.838 4.548
S -0.991 2.089 3.077
C -0.759 1.423 5.796
C -2.066 0.970 6.028
C -2.437 0.551 7.301
C -1.472 0.598 8.326
C -0.160 1.071 8.070
C 0.207 1.497 6.795
H -2.764 0.976 5.188
H -3.466 0.205 7.475
H -1.794 0.255 9.323
H 0.550 1.094 8.888
```

Summary:
**Largest force on an atom**: 2.5 eV/Å
**Relative energy (zero: lowest compared OMol25 entry of this formula, charge and spin)**: 82.92 kJ/mol
**Orbital gap (alpha / beta)**: 5.27 / 2.89 eV
**Net charge**: -2

=====

3.
Computed, not measured: a structure of composition C41H48BrClN5O4S2W in a non-equilibrium geometry, with the ωB97M-V functional and the def2-TZVPD basis.

```
103
C41H48BrClN5O4S2W | the OMol25 dataset | the ωB97M-V functional and the def2-TZVPD basis
W -0.673 -0.332 -0.281
S -2.799 1.364 -3.825
C -2.126 2.730 -2.970
C -2.338 4.083 -3.186
C -1.641 4.982 -2.398
C -0.732 4.539 -1.437
C -0.517 3.189 -1.227
C -1.248 2.276 -1.983
N -1.160 0.892 -1.883
C -1.890 0.281 -2.825
C -1.807 -1.148 -2.923
C -2.344 -1.882 -3.985
C -2.145 -3.247 -4.027
C -1.411 -3.866 -3.019
C -0.906 -3.130 -1.954
C -1.087 -1.753 -1.856
H -3.019 4.425 -3.954
H -1.793 6.043 -2.541
H -0.181 5.264 -0.852
H 0.214 2.837 -0.512
H -2.889 -1.379 -4.777
H -2.548 -3.831 -4.843
H -1.236 -4.933 -3.062
H -0.353 -3.642 -1.177
C 7.341 -1.813 0.613
C 6.867 -0.493 -0.015
C 7.225 0.674 0.918
C 7.609 -0.301 -1.340
C 5.355 -0.528 -0.197
C 4.529 -0.790 0.885
C 3.167 -0.797 0.717
Br 2.134 -1.236 2.248
C 2.511 -0.543 -0.516
O 1.137 -0.542 -0.545
C 3.357 -0.306 -1.631
C 4.735 -0.303 -1.409
C 2.993 -0.076 -3.113
C 3.636 1.236 -3.589
C 3.537 -1.270 -3.912
C 1.508 0.036 -3.402
H 8.430 -1.821 0.673
H 7.024 -2.664 0.007
H 6.949 -1.944 1.622
H 8.308 0.731 1.042
H 6.775 0.545 1.904
H 6.875 1.620 0.502
H 8.683 -0.309 -1.153
H 7.362 0.656 -1.804
H 7.385 -1.107 -2.041
H 4.934 -0.997 1.865
H 5.357 -0.101 -2.267
H 4.724 1.210 -3.548
H 3.291 2.069 -2.973
H 3.347 1.432 -4.623
H 4.624 -1.336 -3.850
H 3.260 -1.177 -4.963
H 3.118 -2.202 -3.527
H 1.082 0.870 -2.852
H 0.996 -0.884 -3.154
H 1.357 0.223 -4.468
Cl -3.494 5.340 5.528
C -2.829 4.288 4.338
C -3.633 3.834 3.298
C -3.098 2.991 2.345
C -1.761 2.594 2.423
C -0.963 3.070 3.461
C -1.494 3.914 4.418
C -1.226 1.648 1.439
O -0.023 1.336 1.330
O -2.033 1.033 0.647
H -4.667 4.147 3.241
H -3.704 2.650 1.517
H 0.077 2.770 3.509
H -0.879 4.281 5.229
C -5.226 -0.081 0.812
S -4.140 -0.075 -0.633
C -5.227 -1.046 -1.703
O -3.029 -1.035 -0.251
H -5.399 -1.112 1.114
H -6.164 0.415 0.565
H -4.704 0.461 1.599
H -6.036 -0.401 -2.044
H -5.616 -1.907 -1.162
H -4.632 -1.381 -2.548
C -4.549 -2.821 3.593
C -3.625 -2.267 4.676
C -3.707 -0.741 4.743
C -2.189 -2.774 4.475
N -1.652 -2.466 3.159
C -1.374 -1.282 2.622
N -0.957 -1.499 1.386
N -0.991 -2.845 1.200
N -1.404 -3.419 2.251
H -5.578 -2.517 3.786
H -4.515 -3.910 3.563
H -4.257 -2.441 2.611
H -3.934 -2.667 5.645
H -3.581 -0.292 3.754
H -2.947 -0.333 5.414
H -4.683 -0.434 5.116
H -2.166 -3.859 4.556
H -1.525 -2.350 5.228
H -1.360 -0.341 3.144
```

Summary:
**Largest force on an atom**: 1.9 eV/Å
**Orbital gap (alpha / beta)**: 6.63 / 6.67 eV
**Net charge**: +1